Density functional theory data (ωB97M-V with the def2-TZVPD basis set) for a cluster of 12 separate species, C92H198N14O12 in total in a non-equilibrium geometry.

```
316
Properties=species:S:1:pos:R:3:forces:R:3:mulliken_charge:R:1
N 5.01267 -4.50286 1.19167 -0.349 -1.852 -1.180 0.457
O -1.68309 -2.50747 -7.82022 -0.180 -1.644 -0.468 -0.678
C -5.76738 -2.34682 -3.53497 0.264 1.018 0.006 -1.720
H -4.13778 -0.11922 -2.14647 0.185 -0.062 -1.450 -0.606
H -4.52617 -2.90918 -5.72384 -0.046 0.020 0.491 0.725
H 1.76005 4.84537 0.72763 0.620 0.449 0.494 0.013
H 2.02477 -3.47713 0.00405 0.367 -0.229 -0.197 -0.199
C 4.04001 7.63900 5.20193 -1.136 -1.410 -0.888 -1.650
H 5.54488 0.22265 2.91724 0.652 -0.044 0.440 -0.901
H 4.79719 7.15887 4.59110 0.375 0.023 0.129 0.142
H -4.12261 2.12465 -2.85147 0.908 -0.332 0.225 -0.033
H -4.79875 -4.94669 -1.51684 -0.564 0.135 -0.891 0.427
O -3.49416 1.84592 5.67892 0.951 0.206 -0.867 -0.375
H 4.60246 -1.74408 1.85564 0.119 0.162 0.298 -0.164
H -2.12210 -1.95734 0.83463 -1.442 0.108 0.762 -0.848
H 1.87740 0.74487 -0.09883 -0.522 0.059 0.681 -1.152
C 0.92117 2.92883 -1.84402 -1.302 -0.214 -0.621 -1.340
H 2.07769 2.12040 -4.73692 -0.164 -0.512 0.744 0.243
H -3.79666 -6.49733 2.13402 0.962 -0.559 -0.363 0.341
H 0.30880 0.85003 7.18521 0.379 0.195 -0.720 0.556
C -3.44495 -3.52025 1.36080 -1.023 -0.114 -0.346 3.697
O -0.13201 -4.12464 -5.53743 0.190 0.262 0.227 -0.146
C -1.34314 -1.41071 -7.48191 0.333 2.350 0.605 0.190
C 6.82214 -3.31476 2.49384 -0.145 -0.583 0.097 -1.533
H -5.18560 5.05124 4.30400 0.116 0.165 -0.508 0.440
H 6.96561 3.94629 4.77470 -0.150 -0.369 0.397 0.537
H 1.83945 -1.57001 -2.45660 0.268 -0.280 -0.137 0.522
H -5.01942 4.10332 6.79725 -0.393 0.003 -0.646 0.490
C 6.68372 4.01834 2.71845 0.292 -2.065 -0.427 1.709
H -2.38791 2.65216 -0.91027 0.833 0.537 -0.590 -0.119
H 0.19271 -1.66572 2.72344 0.182 -0.019 0.337 -0.241
H -7.39921 -0.60466 -4.78283 0.211 -0.006 -0.095 0.322
H 6.99845 1.62940 -0.07311 0.259 0.617 -0.612 0.425
H 2.10244 -3.19328 2.48912 0.603 -0.054 -0.254 -1.077
H 2.91449 5.45601 6.44121 -0.403 -0.094 1.676 0.823
C 3.19865 2.53119 -7.90924 -1.277 0.762 0.510 -0.940
H -5.29214 -6.98292 2.88716 0.163 0.196 -0.175 0.507
H 1.93620 0.20927 -8.03822 -0.089 -0.213 0.316 0.394
H -0.99672 1.39304 0.68482 -0.398 0.063 -0.463 -0.864
H 1.35415 -3.71574 -3.46227 0.040 0.194 0.092 0.209
C 2.72785 6.91259 4.85431 -1.604 -2.329 -0.205 1.278
C 0.05640 -4.03809 6.54052 -0.347 0.421 0.666 -2.221
C 6.91477 1.26152 0.92101 -0.793 -0.122 2.408 -1.797
C 4.22351 -2.21130 0.96131 -1.651 0.491 -0.324 -0.990
H -1.26661 -7.71264 -4.74978 -0.746 -0.157 0.278 0.391
H 1.91364 2.54514 -1.70125 0.348 -0.638 0.058 -0.125
H 8.27396 3.48650 1.36321 0.434 -0.106 -0.249 0.311
H 0.88394 3.88954 -1.37102 0.186 0.725 0.220 0.549
H -5.28287 3.50601 2.44858 -0.568 -0.126 -0.584 0.631
C 0.61620 4.43119 -5.63262 -0.978 0.744 -1.675 -1.051
C 1.34528 -0.54975 5.85449 0.720 -1.511 0.163 1.691
H -6.90537 -1.92171 -5.78234 -0.422 -1.015 -0.778 0.550
C -0.80822 -1.48945 -2.34535 0.209 -0.088 -0.734 0.496
H 4.91235 -2.07936 0.14342 0.563 -0.251 -0.168 0.801
H 1.41537 7.81805 6.43825 0.492 -0.390 0.204 0.418
H 4.39650 1.56269 -0.13788 0.728 0.192 -0.808 0.838
H -1.16922 4.02303 -1.01497 -0.558 -0.091 0.019 0.477
C -1.49478 3.07218 -1.46219 -0.527 -0.429 1.933 -1.414
C -3.67460 4.80345 2.71125 -0.069 0.445 0.001 0.401
C 0.24822 6.31149 2.63749 0.857 -1.052 -0.431 -1.428
H 3.29600 -4.13639 4.69695 0.011 -0.006 -1.191 0.212
H -1.76269 3.26500 -2.47941 -0.016 -0.056 -0.699 0.243
H 2.31184 -1.45695 4.08813 0.632 -0.725 0.081 -0.631
H -2.21851 -4.25345 2.98956 -0.301 -0.257 -0.056 0.107
C 2.89715 4.04066 -7.88398 0.827 0.250 -0.601 -0.872
H 0.72422 4.76703 5.07671 0.185 0.078 0.353 -0.325
H -2.65222 0.25832 -5.29083 -0.694 0.111 0.386 -1.052
H -3.82998 3.09426 1.39145 -0.767 0.259 0.301 -0.107
H 1.91864 -0.31037 -6.32131 -0.197 0.225 0.185 0.227
H -1.63840 -1.07349 6.07658 -0.184 -0.872 0.621 -0.090
H -4.28288 -5.80724 3.71764 0.041 -0.006 -0.645 0.247
C -4.60181 -6.14372 2.71509 -1.524 0.533 0.187 -1.517
H 3.37585 5.42648 1.33155 0.018 -0.260 0.044 0.077
H 2.84304 2.11620 -8.85791 0.316 -0.144 0.071 0.380
H -0.50434 -0.21998 -6.01551 0.414 0.434 -0.089 -0.376
H 7.38050 1.49624 3.94072 0.150 0.500 0.341 0.356
N -4.98756 -0.01794 -3.93293 0.371 -0.538 1.780 0.453
C -3.38810 1.03878 -5.53334 1.176 0.731 0.438 -0.489
H 4.28187 2.40505 -7.77140 -0.362 -0.311 -0.082 0.374
H 5.51003 -5.24372 -0.57404 -0.378 -0.590 0.259 0.339
C 0.02988 -2.80651 4.53251 -1.348 1.243 0.084 -0.552
N -4.10781 2.73667 4.73847 0.903 1.430 -0.028 -0.276
H -1.42839 -4.82621 -2.33274 0.010 -0.035 0.158 0.074
O -4.60732 -3.44309 3.48976 -0.257 0.814 -0.571 -0.512
C 0.88957 0.54186 0.38024 0.216 0.703 -0.004 1.368
H -6.50175 -4.62663 0.17067 -0.005 0.185 0.080 0.383
H 4.07129 0.53686 1.22458 0.320 0.831 -0.296 -0.524
H 7.65727 -3.54146 3.14473 0.516 -0.237 -0.166 0.527
H -5.61158 2.15114 -6.33671 0.300 0.528 -0.959 0.412
H 4.19920 -2.85406 3.87166 -0.392 -1.028 -0.193 -0.549
C 6.38046 1.87459 4.18675 0.048 0.546 -1.018 -0.920
H -0.69608 -0.85730 3.95464 0.198 -0.079 0.214 -0.659
C -4.70934 1.12536 -4.74137 -0.423 0.249 -1.159 1.813
H 3.60793 1.30176 -5.16654 0.229 -0.201 0.516 0.521
H 2.25414 6.49828 0.57841 -0.232 0.919 -0.081 0.439
H -2.05676 -5.94625 -6.34905 0.081 -0.610 -1.332 0.572
H -1.68978 -0.41164 -9.28644 -0.207 -0.439 -0.090 0.261
C -6.80795 -4.98963 2.63069 1.781 -0.003 0.403 -1.832
H 2.45139 -4.87388 2.33701 -0.016 -0.565 -0.104 0.828
C 1.05315 -5.73840 -4.17003 -0.546 0.893 -1.307 2.251
H -3.49215 3.93904 7.39931 1.388 -0.692 0.525 0.359
H -3.87996 -1.37929 1.10250 0.994 -0.834 0.287 -0.633
C 2.77032 5.41659 5.40247 1.911 0.942 -1.465 -0.865
H 2.94319 0.80274 5.98686 0.823 0.563 -0.647 0.141
C -4.22512 -1.90209 -5.40193 -0.314 -0.576 -1.043 -1.512
H -0.12476 6.33325 3.65814 -0.213 -0.084 -0.337 -0.085
H -1.54818 -2.22590 7.52565 -0.545 0.343 -0.351 0.475
H 8.73259 4.75710 2.55000 -0.017 -1.117 0.066 0.403
O -5.00477 -0.04877 -0.69543 -1.492 -0.661 0.351 -0.398
H -7.53005 -4.21504 2.29369 0.646 -0.503 -0.001 0.298
C -4.66864 1.00823 3.16539 0.130 1.653 0.335 -1.166
H -7.82074 0.16454 -1.95897 -1.365 -0.104 -0.261 0.180
H -3.90950 -5.95319 -0.49214 0.779 -0.041 0.146 0.449
H 2.20645 0.12722 -2.04333 0.510 -0.036 0.148 -0.002
O 6.01613 3.88052 0.48917 0.281 -0.287 -0.621 -0.626
C 2.92246 2.09924 -5.40494 -0.209 -0.619 0.858 -1.829
C 0.87527 -7.14803 -3.58597 0.295 -0.635 -0.856 -1.706
H 2.04525 -6.19273 -6.08082 -0.086 -0.338 -0.219 0.565
H 1.49092 8.66689 5.00203 -0.518 0.084 -0.621 0.469
H -1.58496 -3.61823 -3.59073 -0.505 -0.042 -0.051 -0.805
H -2.27076 -2.74353 5.90827 0.153 0.249 0.586 0.189
H -1.86578 1.64477 4.09229 -0.012 -0.008 -0.898 -0.837
C 1.74947 5.83385 2.60957 -1.747 -0.737 2.249 1.861
H -0.42130 -8.51946 -2.51923 -0.252 0.935 -0.055 0.389
O 2.79811 8.00040 2.73634 -0.204 -1.004 0.154 -0.684
H 1.64176 4.40818 -5.25502 -0.381 0.259 0.216 0.277
H 0.16231 5.47578 -5.69164 0.951 -1.126 0.132 0.445
H -0.35170 -6.74116 -2.04652 -0.928 -0.306 0.727 0.142
C -4.09859 5.11721 4.13991 -0.127 -1.032 0.686 -1.818
H 0.25743 7.26778 2.20628 -0.181 1.813 -0.235 0.654
H -5.69406 2.52136 -3.38019 1.113 -0.126 -0.707 0.378
H -1.47624 3.43625 5.75474 -0.236 0.521 0.174 0.349
H 1.97824 8.51762 2.82804 0.031 -0.415 0.166 0.342
N -0.58050 0.85365 -1.99779 -0.298 0.958 0.268 0.361
C 2.96236 -4.06135 -0.04798 -0.995 -0.684 0.455 -2.547
O -3.81150 -0.17467 -3.12619 -0.442 -0.614 1.369 2.651
H 6.86020 5.88989 1.67877 -0.097 0.125 -0.632 0.478
H -1.64252 0.95100 -3.59527 0.540 -0.022 0.283 -1.029
H 1.04214 -1.49446 -0.21460 -0.056 -0.041 -0.113 -0.395
C 1.76341 4.48425 4.84245 -2.223 -0.139 -0.276 0.361
H 8.48649 3.01010 3.07100 1.297 -0.854 0.524 0.354
H 0.84933 1.33190 5.45349 -0.068 1.498 0.047 -0.412
C -3.98880 4.37160 6.57776 -0.915 1.639 -1.172 -2.150
C -0.45173 -7.45588 -2.85897 1.665 0.446 -0.568 -0.307
H 0.69606 3.08562 -2.91584 0.474 -0.031 0.406 -0.022
H 6.25294 -6.79674 2.10779 -0.126 1.370 -0.495 0.319
C 5.65672 1.91423 1.70396 1.216 -0.247 -1.161 2.131
H 2.73916 -0.00870 7.49413 -0.266 -0.251 -0.602 0.459
H -1.15416 4.88408 -7.51352 -0.390 0.040 -0.106 0.478
H 2.54742 -4.65747 -5.41796 0.029 -0.193 0.304 0.297
H -6.74970 1.70933 -5.19401 -0.296 -0.298 0.273 0.409
H -0.56851 0.33674 5.72765 0.172 0.588 0.093 -0.670
H -0.66304 -4.59873 5.99478 -0.603 -1.172 0.018 0.456
C -3.51598 4.07232 5.12616 -0.210 -0.521 0.492 2.233
H 7.14733 -3.01878 1.49148 0.191 -0.029 0.274 0.331
N 5.70749 3.39284 1.78263 0.500 -0.056 0.371 1.046
C 3.78973 -3.90413 3.71330 1.190 1.182 0.063 0.720
H 3.44441 -3.88716 -0.99689 0.174 0.177 -0.205 0.843
C -0.13588 -2.64768 6.03386 0.545 0.396 -0.453 1.737
H 1.75539 -2.18800 8.19727 0.086 -0.051 0.115 0.343
H -2.94760 -3.61987 -0.77654 1.092 0.423 -0.358 -0.794
H -4.26819 3.17549 -4.27371 0.089 0.394 -0.006 0.604
C 1.45076 4.43634 -8.06551 -0.229 -0.075 0.918 -0.866
H -0.09222 3.86343 -5.03384 0.252 -0.028 0.489 -0.110
N 0.99911 -1.86636 6.48858 0.830 0.658 0.143 0.672
H -1.29176 0.61333 -8.00062 0.275 0.134 0.246 -0.036
C 2.38540 0.35001 -7.04685 0.596 0.095 -0.842 -1.924
H -5.81290 -3.31491 -3.97949 0.245 -0.655 -0.659 0.653
H 7.45282 -5.97538 2.90885 0.781 0.424 0.556 0.463
H 1.24358 5.50530 -7.83348 0.530 -0.429 -0.786 0.351
C -1.51570 -2.12430 6.43194 0.207 0.333 -0.567 -1.110
C 6.51304 5.47011 2.59830 -2.118 1.667 2.488 -1.908
C 2.28529 -5.68870 -5.15564 -0.802 -0.289 0.939 -2.117
H -0.91261 -3.20501 4.18330 -0.030 -0.712 -0.197 -0.538
H 1.04567 4.14049 -9.03684 0.551 0.366 -0.229 0.396
H -2.89184 1.99916 -5.32036 0.206 -0.255 -0.358 0.105
C -6.58319 -0.98264 -5.42079 0.223 1.284 -0.435 -1.593
C 2.94261 -3.91691 2.43351 0.148 0.644 0.248 -0.843
H 0.54376 7.07845 5.15000 0.352 0.551 -0.204 0.090
H 1.82412 3.42975 5.18477 0.378 0.647 0.099 -0.449
N -0.97158 -1.09077 -6.16864 -0.043 -1.511 -0.651 1.461
H -1.85522 -1.21315 -2.15830 0.334 -0.247 0.054 -0.392
C -1.43968 -5.62865 -4.38376 -3.537 -0.971 1.422 1.496
H -3.26249 -1.98790 -4.90141 -0.151 0.165 0.218 -0.287
H -2.53203 -7.30775 -3.47996 -0.228 -0.119 -0.138 0.435
H -0.24029 -4.29280 -6.47801 -0.099 0.261 -0.227 0.287
N -0.21172 -5.42267 -4.98162 3.869 -0.809 -0.150 0.010
H 1.09502 3.74475 2.99607 -0.056 0.115 -0.579 -0.063
H -4.28711 0.46699 2.30767 -0.698 -0.071 -0.497 -0.236
C -6.26318 0.07120 -6.50545 -0.405 -0.278 0.295 -0.562
H 3.40251 -0.99593 6.14436 0.109 0.862 -0.002 0.352
H 7.34101 -5.70972 1.19620 0.574 0.109 -0.850 0.516
H -3.78912 6.08174 4.47860 0.288 0.812 0.113 0.602
H -7.13926 -6.02330 2.42904 -0.470 0.653 0.383 0.437
C -1.52850 -7.12877 -3.84771 0.627 1.120 -0.979 -1.574
C 4.40384 1.57265 0.93136 -1.536 -1.482 0.798 -1.456
H -4.50686 0.36573 4.03143 0.068 0.056 0.012 0.214
C -5.65984 -5.25297 0.46634 0.035 -1.008 -0.265 -1.572
C -2.28619 1.92137 3.10259 -1.784 1.186 1.629 0.331
H -5.19243 -2.66730 3.68062 0.724 -0.975 -0.634 0.305
H -1.58407 3.96835 4.11081 0.059 0.343 0.248 -0.425
H 7.05289 5.97344 3.41559 0.150 -0.145 -0.212 0.624
H 2.35171 -4.98473 -2.64221 -0.535 0.386 -0.196 0.536
C -1.96655 4.18009 5.10971 -0.606 -1.360 -0.661 -1.245
H -2.94447 -4.77477 -3.19128 -0.628 0.456 0.152 0.622
H -7.82814 -0.10381 0.73774 -0.981 0.370 -0.045 0.243
H 1.65220 -7.20892 -2.84859 0.761 -0.466 0.287 0.473
H 2.85274 4.06720 3.11451 -0.264 -0.085 -0.384 -0.888
H -6.18742 -0.24053 1.15791 0.154 0.014 1.011 -0.081
C 5.48870 1.30076 3.11232 -0.647 -0.305 -1.072 -0.057
H -6.76194 -2.21479 -3.12712 -0.098 0.441 0.364 0.675
C -2.52217 -5.52901 -5.49973 0.954 1.065 1.088 -2.050
C -5.36209 -4.99166 1.94580 -1.940 -1.315 0.646 1.373
H 3.44061 4.56256 -8.67543 0.387 -0.148 0.099 0.432
H 1.01868 0.37725 1.47335 0.139 0.024 -0.688 -0.318
N 0.96374 2.34840 -6.91015 0.506 -0.406 -1.063 -0.058
C 1.47502 -0.82246 4.28214 -0.968 0.528 2.071 0.102
O 5.71333 -4.45223 -0.08199 0.138 1.397 1.122 -0.501
C 0.42328 0.61051 6.10932 -1.382 -1.288 0.182 -0.495
H 6.12201 1.45397 5.15147 -0.094 0.207 0.296 0.486
H -0.61552 -1.06853 0.06078 0.020 0.561 0.304 -0.844
H -2.29228 1.12642 2.40570 0.503 -0.838 -0.710 0.602
H -6.24980 0.02686 -2.74608 0.009 0.552 0.110 -0.284
C -4.47793 -5.02953 -0.50621 -0.460 -1.377 1.755 -0.812
C -0.30220 2.14435 -1.28391 1.149 -1.808 -0.310 1.239
H 5.43577 5.70023 2.85676 0.812 0.167 -0.875 -0.152
C -3.06995 -2.08167 1.46710 1.003 1.715 -0.408 -0.211
H 1.06207 -7.89729 -4.39182 -0.065 0.437 0.498 0.367
H -0.67835 -1.68923 -3.42433 -0.126 0.284 0.331 -1.232
C 0.18613 -1.50171 3.82082 0.423 1.104 -1.504 1.383
C 0.32877 -0.66832 -0.32008 0.180 -0.550 -0.405 1.000
C 6.25934 3.43557 4.10695 1.955 0.072 -0.183 -0.589
N -6.84483 0.11550 -1.89413 -0.872 -0.169 -0.311 -0.131
C 1.46115 7.64235 5.35990 0.421 -0.045 0.847 -1.493
H 5.27565 3.78747 4.37729 -0.461 -0.092 -0.085 -0.659
H -5.42758 -0.23683 -7.12850 0.030 -0.176 -0.068 0.316
H 5.56823 -4.90072 4.37612 0.428 -0.178 0.843 0.621
C 8.22292 3.77578 2.39916 -2.012 1.361 -0.047 -1.681
H -0.53396 -2.40753 -1.84672 -0.180 -0.508 0.193 0.700
H -1.57041 3.13200 -7.15797 0.452 0.762 -0.030 -0.196
C -4.20781 3.42530 2.38581 0.105 -0.376 -1.033 -1.349
C -6.28213 -0.11666 -0.73685 3.125 0.621 1.722 0.080
H -2.77513 -1.82706 2.50088 -0.214 0.016 -0.307 0.625
H -3.45136 0.97165 -6.60930 -0.568 0.006 -0.419 0.773
C 2.71979 -0.15714 6.39286 -0.187 -1.312 0.797 -1.765
N -4.76232 -3.71994 2.04228 0.714 1.925 1.391 0.458
C 2.31721 5.67038 1.25211 -0.277 -1.292 -1.562 -1.319
H -4.01068 5.57446 1.98592 -0.230 -0.555 0.400 0.453
H 3.71686 4.97537 5.03078 0.011 0.562 0.147 -0.174
H -1.84573 2.82887 2.71378 0.722 -0.301 -0.314 -0.564
H -0.05111 -4.07493 7.60527 -0.469 -0.311 0.630 0.437
H 4.51668 -5.86233 3.34950 0.386 0.069 -0.114 0.385
H -1.35250 -4.09169 1.49983 0.273 0.504 -0.331 0.376
O 0.04013 1.67215 -6.12687 -0.842 -1.208 0.887 0.102
H 1.45210 -0.19578 -3.58214 -0.024 -0.470 0.393 -0.568
H -6.04517 -6.29891 0.48783 0.312 0.522 -0.584 0.421
H -5.00680 -2.37176 -2.76972 0.078 -0.095 0.539 -0.296
H -3.39503 -6.06563 -5.20619 -0.745 -0.383 0.091 0.514
H 1.04455 -4.35281 6.32409 0.976 -0.493 -0.420 0.448
H -2.45317 -5.37203 1.60365 0.058 -0.787 0.181 0.513
H 0.19858 2.63583 0.74245 0.202 -0.612 -0.242 -0.523
C -0.85094 3.84730 -7.61402 -0.074 -1.394 -1.246 -1.508
H 3.30832 4.38315 -6.93882 -0.120 0.508 0.181 0.319
H 1.76470 0.13828 3.86694 -0.484 0.269 -0.490 0.401
H -7.09662 0.27400 -7.18939 0.009 -0.147 0.251 0.499
H -5.72010 1.37243 3.18662 0.433 -0.794 -0.499 0.566
H -2.76119 -4.47671 -5.68575 -0.020 -0.228 -0.120 0.225
C -3.77309 -3.75771 -0.12370 -1.250 -0.062 0.092 -0.275
H 3.96391 8.65887 4.90329 0.105 0.842 0.121 0.443
H 0.03789 1.76820 -5.13052 0.779 0.530 -0.906 -0.439
H -1.73962 5.19958 5.33990 0.453 0.569 0.506 0.867
H -4.54930 -3.02792 -0.39459 0.494 0.497 0.155 -0.168
H -4.06420 -1.46093 -6.38597 0.228 0.527 0.261 0.172
O 0.93936 -1.75793 7.93287 -0.217 0.369 -0.684 -0.604
H 3.12377 -6.21323 -4.65865 -0.231 0.411 -0.332 0.408
C -1.88689 -4.62516 -3.29938 1.067 -0.540 0.051 -0.099
C -0.08346 1.71072 0.18128 0.186 1.148 0.603 0.716
C 3.81056 -3.67240 1.14468 0.539 0.663 0.448 2.301
C -3.81674 2.31124 3.31964 1.431 -1.672 1.974 2.073
H -0.44209 5.78254 1.96186 0.402 -0.472 0.381 -0.003
H 6.79822 0.17710 0.85222 -0.386 -0.016 0.051 0.197
C 6.78254 -5.79432 2.09148 -0.512 -1.766 1.094 -2.093
H 4.43772 1.37285 3.35406 -0.492 0.608 0.404 0.301
C -5.35731 -1.25721 -4.57322 0.365 -1.945 -0.250 1.572
H 3.32254 -1.67391 0.61202 0.223 0.170 0.440 -0.242
N -1.33624 -0.32344 -8.35627 0.139 -0.211 0.732 -0.246
C 4.97581 -4.87329 3.48676 -0.857 0.264 0.861 -1.862
H 0.63067 -4.82739 -2.28392 -0.546 0.232 0.895 0.221
H -0.59814 -1.90736 -5.66652 -0.378 0.558 -0.295 -0.326
C 1.84426 4.46513 3.32187 1.032 -0.507 0.304 0.833
N 2.63022 6.68216 3.38877 1.641 2.883 -0.565 0.853
C 1.51360 -0.54420 -2.53207 -0.862 1.223 -0.391 -1.463
H 5.26143 4.40541 0.22292 -0.328 0.132 0.065 0.348
H -6.53541 -4.84537 3.70248 -0.900 -0.263 -0.583 0.447
H 2.67361 -5.12957 0.02608 0.199 0.431 -0.127 0.749
H 3.44624 0.05124 -7.13334 -0.363 -0.005 0.087 0.484
C 1.35486 -4.71965 -3.05233 0.694 -0.901 -0.796 -1.753
C 0.56636 3.73939 -7.07232 -0.184 0.275 2.403 1.168
H -2.59289 4.83046 2.59263 0.173 0.013 0.257 -0.499
C 5.92583 -4.57383 2.34714 -1.072 0.334 -1.381 1.886
C -2.31648 -4.35940 1.90859 0.272 -0.096 -0.021 -2.304
C -5.89757 1.31242 -5.74365 0.592 0.720 1.191 -1.666
N -6.91221 -0.36613 0.49117 1.310 -0.208 -2.252 -0.427
H -4.21419 1.34938 6.01721 -1.057 -0.674 0.554 0.358
C -4.64173 2.29790 -3.76777 -2.566 0.716 0.079 -2.268
H 3.56915 2.22245 1.20421 0.066 0.156 0.291 0.236
C 0.14458 -0.41706 -1.83183 -0.074 0.054 0.271 1.800
H 0.85398 -3.45135 4.34357 0.625 -0.657 -0.344 0.209
H -3.92842 5.47285 6.68028 0.006 -0.410 0.233 0.417
H 3.39514 3.01960 -5.22451 0.851 1.375 -0.152 0.339
H 7.81830 1.39427 1.54102 -0.207 0.131 -0.636 0.437
H -0.77014 3.57019 -8.71669 -0.504 0.411 1.251 0.423
O -0.70088 1.13121 -3.37755 -0.750 -0.115 -0.847 2.656
H 6.37977 -2.46383 2.98911 -0.682 0.234 -0.072 0.083
C 2.38326 1.85430 -6.75513 -1.009 0.170 -1.888 1.644
H 4.21735 7.47984 6.25125 0.270 0.267 0.447 0.385
```
Forces are in eV/Å.

## Properties
* HOMO level: -8.1 eV
* energy above the lowest of the compared OMol25 structures with the same formula, charge and spin: 0.000 eV
* E_LUMO: 0.391 eV
* orbital gap: 8.54 eV
* structure (SMILES): CC1(C)CCCC(C)(C)N1O.CC1(C)CCCC(C)(C)N1O.CC1(C)CCCC(C)(C)N1O.CC1(C)CCCC(C)(C)N1O.CC1(C)CCCC(C)(C)N1O.CC1(C)CCCC(C)(C)N1O.CC1(C)CCCC(C)(C)N1O.CC1(C)CCCC(C)(C)N1O.CC1(C)CCCC(C)(C)N1O.CC1(C)CCCC(C)(C)N1O.NC(N)=O.NC(N)=O
* strongest force on any atom: 4.0 eV/Å
* net charge: 0